# C4H11N2O

A gas-phase ion, C4H11N2O (charge +2) (ωB97M-V/def2-TZVPD, the OMol25 dataset).

frontier orbital gap (spin up / spin down): 12.09 / 7.73 eV
HOMO energy (spin up / spin down): -21.0 / -21.1 eV
multiplicity: 2
LUMO (spin up / spin down): -8.88 / -13.32 eV
strongest force on any atom: 0.1204 Eh/bohr
E: -9333.2115 eV
total charge: +2

Atoms and positions in Å:
1 N 0.752 2.249 0.999
2 C -0.416 1.418 0.604
3 C 0.312 0.097 -0.020
4 N -0.465 -0.924 -0.478
5 C -1.840 -1.269 -0.127
6 C 0.260 -2.062 -0.892
7 O 1.518 0.314 -0.328
8 H 1.609 1.817 0.594
9 H 0.733 3.212 0.784
10 H 0.894 2.076 2.032
11 H -0.887 1.078 1.535
12 H -1.100 2.025 -0.066
13 H -2.307 -1.626 -1.128
14 H -2.244 -0.323 0.323
15 H -1.960 -1.984 0.708
16 H 0.027 -2.329 -1.997
17 H -0.109 -3.008 -0.439
18 H 1.298 -1.837 -0.767

Forces on atoms 1 to 2 (eV/Å):
N 0.79 -2.21 2.34
C 0.33 -1.16 -0.11

For reference, the Mulliken charges in units of e are: atom 1 (N): -0.24, atom 2 (C): -0.87, atom 3 (C): 0.88, atom 4 (N): 0.20, atom 5 (C): -0.74, atom 6 (C): -0.84, atom 7 (O): -0.50, atom 8 (H): 0.35, atom 9 (H): 0.35, atom 10 (H): 0.39, atom 11 (H): 0.44, atom 12 (H): 0.38, atom 13 (H): 0.35, atom 14 (H): 0.33, atom 15 (H): 0.39, atom 16 (H): 0.39, atom 17 (H): 0.37, atom 18 (H): 0.41



# C36H35BrN8O5S2W

A molecular structure, C36H35BrN8O5S2W (ωB97M-V/def2-TZVPD, the OMol25 dataset).

frontier orbital gap (spin up / spin down): 5.69 / 5.69 eV
HOMO energy (spin up / spin down): -6.0 / -6.0 eV
multiplicity: 1
LUMO (spin up / spin down): -0.29 / -0.29 eV
strongest force on any atom: 0.0243 Eh/bohr
E: -153596.9285 eV

Atoms and positions in Å:
1 W -0.042 0.179 0.077
2 C 4.328 -1.157 5.796
3 C 4.101 -0.961 4.317
4 C 3.182 -1.738 3.621
5 C 2.960 -1.545 2.264
6 C 3.669 -0.569 1.591
7 C 4.593 0.217 2.267
8 C 4.808 0.018 3.622
9 S 3.435 -0.210 -0.166
10 O 2.582 2.608 -0.862
11 O 4.357 -1.125 -0.893
12 N 1.871 -0.708 -0.429
13 C 1.821 -2.091 -0.943
14 C 0.412 -2.604 -0.854
15 O 0.031 -3.576 -1.482
16 O -0.353 -1.890 -0.071
17 H 3.679 -1.936 6.195
18 H 4.129 -0.235 6.346
19 H 5.364 -1.440 5.998
20 H 2.613 -2.496 4.149
21 H 2.212 -2.129 1.744
22 H 5.131 0.993 1.731
23 H 5.521 0.642 4.151
24 H 2.444 -2.779 -0.367
25 H 2.164 -2.181 -1.975
26 C -3.011 1.141 -1.690
27 C -3.231 -0.003 -0.745
28 C -4.481 -0.663 -0.836
29 C -4.822 -1.610 0.070
30 C -3.947 -1.886 1.137
31 C -4.315 -2.771 2.175
32 C -3.464 -2.973 3.219
33 C -2.222 -2.316 3.251
34 C -1.814 -1.466 2.247
35 S -0.252 -0.707 2.381
36 C -2.694 -1.228 1.150
37 N -2.331 -0.331 0.163
38 H -3.728 1.095 -2.509
39 H -2.007 1.157 -2.094
40 H -3.179 2.081 -1.156
41 H -5.156 -0.386 -1.635
42 H -5.768 -2.135 0.004
43 H -5.277 -3.267 2.123
44 H -3.741 -3.635 4.030
45 H -1.542 -2.480 4.078
46 N -0.352 4.080 -1.822
47 C 0.249 3.503 -2.917
48 C 0.460 2.201 -2.595
49 N 0.033 1.977 -1.303
50 C -0.447 3.120 -0.874
51 C -1.122 3.083 0.387
52 N -1.212 1.907 0.960
53 C -1.930 2.082 2.117
54 C -2.268 3.394 2.230
55 N -1.750 4.024 1.116
56 H -0.478 5.067 -1.681
57 H 0.468 4.059 -3.811
58 H 0.919 1.426 -3.182
59 H -2.132 1.262 2.785
60 H -2.815 3.926 2.987
61 H -1.729 5.016 0.958
62 Br 4.050 4.848 3.492
63 C 2.980 3.598 2.545
64 C 2.108 2.771 3.226
65 C 1.356 1.862 2.497
66 C 1.416 1.679 1.103
67 C 2.332 2.555 0.484
68 C 3.085 3.506 1.180
69 H 2.009 2.826 4.302
70 H 0.670 1.270 3.082
71 H 2.326 1.756 -1.240
72 H 3.765 4.132 0.618
73 N -0.362 -0.411 -2.080
74 C -0.629 -1.146 -2.933
75 N -0.910 -1.981 -3.892
76 C 0.046 -2.360 -4.930
77 C -0.493 -1.873 -6.262
78 O -1.806 -2.366 -6.490
79 C -2.718 -1.955 -5.482
80 C -2.275 -2.457 -4.122
81 H 0.126 -3.449 -4.928
82 H 1.024 -1.938 -4.706
83 H 0.124 -2.238 -7.081
84 H -0.500 -0.776 -6.280
85 H -3.689 -2.366 -5.751
86 H -2.784 -0.858 -5.466
87 H -2.251 -3.548 -4.112
88 H -2.925 -2.111 -3.319

Forces on atoms 1 to 2 (eV/Å):
W -0.78 0.12 0.44
C -0.01 0.04 -0.08

For reference, the Mulliken charges in units of e are: atom 1 (W): 2.41, atom 2 (C): -1.53, atom 3 (C): 1.05, atom 4 (C): -0.97, atom 5 (C): -0.28, atom 6 (C): 0.78, atom 7 (C): -0.74, atom 8 (C): -0.81, atom 9 (S): 0.35, atom 10 (O): -0.76, atom 11 (O): -0.79, atom 12 (N): -0.13, atom 13 (C): -0.52, atom 14 (C): 0.14, atom 15 (O): -0.75, atom 16 (O): -0.74, atom 17 (H): 0.35, atom 18 (H): 0.33, atom 19 (H): 0.34, atom 20 (H): 0.28, atom 21 (H): 0.28, atom 22 (H): 0.42, atom 23 (H): 0.38, atom 24 (H): 0.60, atom 25 (H): 0.30, atom 26 (C): -1.08, atom 27 (C): 0.77, atom 28 (C): -1.13, atom 29 (C): -1.16, atom 30 (C): 0.77, atom 31 (C): -0.87, atom 32 (C): -0.90, atom 33 (C): -0.59, atom 34 (C): 1.28, atom 35 (S): -0.44, atom 36 (C): -1.14, atom 37 (N): 0.81, atom 38 (H): 0.55, atom 39 (H): -0.11, atom 40 (H): 0.13, atom 41 (H): 0.56, atom 42 (H): 0.43, atom 43 (H): 0.39, atom 44 (H): 0.39, atom 45 (H): 0.57, atom 46 (N): 0.05, atom 47 (C): -1.26, atom 48 (C): -0.62, atom 49 (N): 1.03, atom 50 (C): -0.10, atom 51 (C): -0.55, atom 52 (N): 1.38, atom 53 (C): -0.82, atom 54 (C): -1.25, atom 55 (N): 0.12, atom 56 (H): 0.24, atom 57 (H): 0.44, atom 58 (H): 0.55, atom 59 (H): 0.48, atom 60 (H): 0.44, atom 61 (H): 0.20, atom 62 (Br): -0.22, atom 63 (C): -0.31, atom 64 (C): -1.05, atom 65 (C): -0.47, atom 66 (C): 1.71, atom 67 (C): 0.34, atom 68 (C): -0.29, atom 69 (H): 0.51, atom 70 (H): 0.06, atom 71 (H): 0.26, atom 72 (H): 0.51, atom 73 (N): -0.98, atom 74 (C): -0.11, atom 75 (N): 0.32, atom 76 (C): -0.52, atom 77 (C): -0.60, atom 78 (O): -0.40, atom 79 (C): -0.57, atom 80 (C): -0.33, atom 81 (H): 0.34, atom 82 (H): 0.35, atom 83 (H): 0.39, atom 84 (H): 0.31, atom 85 (H): 0.38, atom 86 (H): 0.30, atom 87 (H): 0.33, atom 88 (H): 0.19